[1]
A structure of composition C36H37F3O3P2PbS at a distorted geometry, computed with ωB97M-V with the def2-TZVPD basis set.

Results
Kohn-Sham gap = 6.38 eV

```
! RIJCOSX wB97M-V def2-TZVPD def2/J DEFGRID3
* xyz 0 1
Pb 1.9102 -2.0642 5.1135
C -2.3995 0.1494 6.3510
C -2.6319 -0.0853 5.0534
C -2.9307 0.9097 3.9749
C -1.7025 1.5673 3.2904
C -0.6184 2.0958 4.1782
C -0.7463 2.4970 5.4464
C -2.0385 2.6869 6.1674
C -2.4466 1.4778 7.0397
C 2.6035 -0.0049 5.3440
H -2.3058 -0.6930 7.0388
H -2.6431 -1.1264 4.7066
H -3.6219 1.6914 4.3133
H -3.4540 0.3515 3.1790
H -1.2619 0.8370 2.5901
H -2.0781 2.3954 2.6670
H 0.3716 2.1126 3.7176
H 0.1373 2.7304 6.0465
H -2.8482 2.9482 5.4784
H -1.9052 3.5346 6.8561
H -1.7899 1.4277 7.9223
H -3.4658 1.6732 7.4190
H 3.1596 0.0977 6.2845
H 1.7237 0.6501 5.3501
H 3.2512 0.2150 4.4794
P 0.1043 -2.2271 -3.8052
P 2.0696 0.4864 -4.0666
C -0.4678 -0.6316 -4.4526
C 0.3256 0.4704 -4.5334
C -0.7817 -3.3947 -4.9434
C -1.9621 -3.0793 -5.6346
C -2.5939 -4.0376 -6.4387
C -2.0466 -5.3178 -6.5686
C -0.8527 -5.6353 -5.9046
C -0.2147 -4.6764 -5.1148
C -0.8959 -2.3422 -2.2682
C -0.5227 -1.4753 -1.2226
C -1.2557 -1.4653 -0.0379
C -2.3676 -2.3091 0.1082
C -2.7250 -3.1821 -0.9270
C -1.9785 -3.2165 -2.1082
C 2.7060 1.2858 -5.6531
C 2.6689 0.4990 -6.8226
C 3.0293 1.0397 -8.0603
C 3.4382 2.3789 -8.1444
C 3.5059 3.1631 -6.9870
C 3.1611 2.6105 -5.7441
C 2.1329 1.9240 -2.9317
C 3.2593 2.0042 -2.0862
C 3.4095 3.0939 -1.2307
C 2.4313 4.0998 -1.1947
C 1.2976 4.0011 -2.0091
C 1.1345 2.9030 -2.8613
H -1.5227 -0.5583 -4.7446
H -0.0620 1.4034 -4.9684
H -2.4108 -2.0923 -5.5498
H -3.5165 -3.7780 -6.9610
H -2.5414 -6.0655 -7.1875
H -0.4181 -6.6312 -6.0039
H 0.7241 -4.9125 -4.6098
H 0.3334 -0.8082 -1.3523
H -0.9621 -0.7998 0.7764
H -2.9526 -2.2845 1.0302
H -3.5871 -3.8407 -0.8177
H -2.2505 -3.9101 -2.9043
H 2.3373 -0.5394 -6.7603
H 2.9877 0.4221 -8.9607
H 3.7027 2.8093 -9.1104
H 3.8218 4.2069 -7.0442
H 3.2301 3.2273 -4.8468
H 4.0121 1.2140 -2.1201
H 4.2935 3.1637 -0.5951
H 2.5565 4.9565 -0.5306
H 0.5354 4.7820 -1.9870
H 0.2363 2.8258 -3.4708
F 0.0383 -0.1331 10.3991
C -0.0792 -1.1594 9.5211
F 0.3162 -2.2969 10.1262
F -1.3931 -1.2887 9.1969
S 0.9502 -0.7603 8.0091
O 0.3859 0.4916 7.5472
O 2.3163 -0.7799 8.4794
O 0.6404 -1.9082 7.0762
*
```



[2]
A cluster of 2 separate species, C8H20NS in total at a distorted geometry, computed with ωB97M-V with the def2-TZVPD basis set.

Results
Energy above the lowest of the compared OMol25 structures with the same formula, charge and spin = 29.1 kcal per mole
Kohn-Sham gap (spin up / spin down) = 6.80 / 6.80 eV

```
! RIJCOSX wB97M-V def2-TZVPD def2/J DEFGRID3
* xyz 1 1
C -1.3945 1.0732 -1.1932
C -1.7415 -1.1966 -1.0865
C -2.8422 0.0743 0.8035
C 2.9600 0.3196 1.3271
C 2.1336 1.4397 -0.7964
C -0.1530 -1.4398 1.2186
C -1.5987 -0.0228 -0.1275
C 2.5497 0.2454 -0.0436
N -0.3958 -0.1061 0.7563
S 2.5123 -1.2422 -0.9551
H -1.0313 2.1252 -0.8178
H -0.6847 0.7619 -1.8300
H -2.3354 1.2438 -1.8952
H -2.4153 -2.0631 -0.6851
H -0.8221 -1.4714 -1.4805
H -2.2895 -0.9388 -2.0913
H -3.3641 -0.8193 1.0781
H -2.4795 0.5784 1.7300
H -3.6905 0.7174 0.2882
H 3.6255 -0.5329 1.5085
H 2.0799 0.3063 1.9108
H 3.2909 1.2514 1.4456
H 2.1617 2.3800 -0.2148
H 1.2023 1.3996 -1.1789
H 2.8963 1.8258 -1.4413
H -0.0887 -2.2535 0.5143
H 0.7715 -1.5696 1.7729
H -0.6959 -1.8803 2.0382
H -0.4503 0.4987 1.5612
H 2.2896 -0.7040 -2.1157
*
```



[3]
The molecule C4H5NO2, computed with ωB97M-V with the def2-TZVPD basis set.

Results
Energy above the lowest of the compared OMol25 structures with the same formula, charge and spin = 27.6 kcal per mole
SMILES string = O=C1NC[C@H]2O[C@@H]12
Kohn-Sham gap = 10.68 eV

```
! RIJCOSX wB97M-V def2-TZVPD def2/J DEFGRID3
* xyz 0 1
O 1.0319 2.2578 0.7158
C 0.5454 1.2260 0.3107
N 1.2236 0.1384 -0.1766
C 0.4124 -1.0365 -0.4457
C -0.9717 -0.6084 0.0016
O -1.1279 -0.1403 1.3305
C -0.9192 0.8177 0.2916
H 2.2313 0.1190 -0.1479
H 0.7958 -1.9276 0.0601
H 0.3466 -1.2424 -1.5226
H -1.8504 -1.0921 -0.4142
H -1.7177 1.4885 -0.0032
*
```



[4]
The molecule C11H12N2O2 at a distorted geometry, computed with ωB97M-V with the def2-TZVPD basis set.

Results
Energy above the lowest of the compared OMol25 structures with the same formula, charge and spin = 0.0 kcal per mole
Kohn-Sham gap (spin up / spin down) = 8.82 / 6.81 eV

```
! RIJCOSX wB97M-V def2-TZVPD def2/J DEFGRID3
* xyz 0 3
C 3.0191 -1.8129 0.5328
C 3.7709 -0.6686 0.8424
C 1.7587 -1.8046 -0.1260
C 3.3003 0.5232 0.3394
C 1.2438 -0.5954 -0.4699
C 1.9814 0.5825 -0.1771
C -2.7537 0.6786 1.0534
C -3.4030 0.4832 -0.3475
C -1.2358 0.2844 0.8744
C -2.3229 0.2489 -1.3605
C -1.1125 -0.0500 -0.6047
N -0.0471 -0.4993 -1.0890
N 1.4804 1.7971 -0.5462
O 0.0471 -0.8882 -2.3067
O 2.0131 2.8308 -0.1042
H 3.1533 -2.7540 0.9660
H 4.7165 -0.8180 1.2572
H 1.2092 -2.7158 -0.0854
H 3.7744 1.5480 0.5533
H -2.8882 1.7799 1.3631
H -3.2594 0.0891 1.7233
H -4.1256 -0.4130 -0.3323
H -4.0774 1.3476 -0.5831
H -0.6765 1.0597 1.2420
H -1.0447 -0.7125 1.3872
H -2.6005 -0.5818 -2.1357
H -1.9212 1.0610 -1.8661
*
```



[5]
A cluster of 12 separate species, C31H86O12 in total at a distorted geometry, computed with ωB97M-V with the def2-TZVPD basis set.

Results
Energy above the lowest of the compared OMol25 structures with the same formula, charge and spin = 46.2 kcal per mole
SMILES string = CC(C)O.CC(C)O.CC(C)O.CC(C)O.CC(C)O.CC(C)O.CC(C)O.CCO.CCO.CCO.CCO.CCO
Kohn-Sham gap = 9.14 eV

```
! RIJCOSX wB97M-V def2-TZVPD def2/J DEFGRID3
* xyz 0 1
C 0.5328 3.9254 -0.2285
C -0.8774 4.3913 -0.6722
C -1.5440 5.0426 0.5287
O -0.7825 5.4028 -1.6645
H 0.5357 3.2487 0.6260
H 1.1761 4.7614 0.0462
H 1.0496 3.3208 -0.9738
H -1.5076 3.6413 -1.1503
H -1.1063 5.9975 0.8201
H -1.5706 4.3832 1.3963
H -2.5805 5.2942 0.3043
H -0.1412 6.0931 -1.4810
C -1.7665 1.9638 -4.3204
C -3.2578 1.9166 -4.6416
C -3.5330 1.8100 -6.1215
O -3.7594 0.7806 -3.9568
H -1.6519 2.0987 -3.2448
H -1.2319 2.7226 -4.8917
H -1.3080 0.9972 -4.5290
H -3.9199 2.6940 -4.2602
H -3.1400 0.8544 -6.4685
H -3.1379 2.6452 -6.6999
H -4.6154 1.8569 -6.2411
H -3.6833 0.9340 -3.0122
C -1.3818 -1.7875 -3.5198
C -2.5438 -2.5645 -4.1179
C -3.6345 -2.8518 -2.9986
O -3.1659 -1.8138 -5.1108
H -0.8505 -2.4129 -2.8024
H -1.6531 -0.8744 -2.9901
H -0.6301 -1.5190 -4.2621
H -2.2001 -3.5168 -4.5217
H -4.4424 -3.4493 -3.4210
H -4.0025 -1.9162 -2.5776
H -3.1801 -3.4828 -2.2348
H -3.3814 -0.9344 -4.7918
C -1.4624 -5.1700 0.2288
C -0.0140 -5.1276 0.6951
C 0.0926 -4.7706 2.1789
O 0.5910 -6.4360 0.6138
H -1.9666 -4.2036 0.2317
H -2.0518 -5.8067 0.8886
H -1.5736 -5.6759 -0.7302
H 0.6467 -4.4536 0.1499
H -0.6142 -5.2902 2.8258
H 0.0132 -3.6899 2.2971
H 1.0715 -5.1221 2.5050
H 0.0505 -7.1297 0.9988
C 6.1783 -1.6344 1.5839
C 5.0813 -2.6858 1.2559
C 4.0195 -2.1795 0.2959
O 5.7095 -3.7461 0.5376
H 7.0736 -2.0613 2.0358
H 5.8216 -0.8888 2.2945
H 6.5543 -1.0912 0.7169
H 4.5931 -3.1144 2.1312
H 3.5369 -1.2532 0.6077
H 3.1846 -2.8729 0.1945
H 4.4575 -2.1054 -0.6995
H 5.1363 -4.5154 0.5021
C 0.7718 2.6249 3.9898
C -0.3987 1.7001 4.2777
C -1.7081 2.5245 4.0621
O -0.3661 0.6740 3.3227
H 0.7122 3.0230 2.9769
H 1.7620 2.1722 4.0424
H 0.8365 3.3871 4.7663
H -0.3709 1.3195 5.2987
H -2.5549 1.8776 4.2911
H -1.8107 2.7606 3.0029
H -1.8028 3.4148 4.6839
H 0.4993 0.2628 3.3827
C 3.9282 1.7268 -4.0546
C 3.4366 0.3715 -3.6061
C 2.0304 0.3978 -3.0324
O 3.4161 -0.6314 -4.5890
H 3.3019 2.2000 -4.8108
H 4.8967 1.6053 -4.5398
H 4.0582 2.4373 -3.2383
H 4.1029 0.1118 -2.7835
H 1.6740 -0.6102 -2.8199
H 1.2765 0.8039 -3.7067
H 2.0004 0.9612 -2.0998
H 3.0191 -1.3972 -4.1676
C -2.4913 -2.5014 3.7308
C -3.1477 -1.1472 3.6431
O -4.5048 -1.3822 3.2234
H -2.3903 -2.7903 2.6846
H -3.0556 -3.1602 4.3908
H -1.4365 -2.5629 3.9987
H -2.6319 -0.4898 2.9432
H -3.0649 -0.6082 4.5869
H -5.0122 -0.5693 3.1654
C 1.7793 -1.9821 4.5828
C 2.5645 -0.6496 4.4084
O 2.2320 -0.1949 3.1328
H 1.9773 -2.4540 5.5452
H 2.1145 -2.6864 3.8215
H 0.7044 -1.8188 4.5057
H 3.6303 -0.8770 4.3851
H 2.3198 0.0409 5.2155
H 2.9114 0.3862 2.7832
C 0.0949 -1.1955 0.2206
C -0.3401 0.2274 -0.2447
O -1.3741 0.6733 0.5922
H -0.6721 -1.9636 0.1214
H 0.3679 -1.1295 1.2738
H 1.0037 -1.5539 -0.2628
H -0.6628 0.1777 -1.2847
H 0.5522 0.8533 -0.2360
H -1.0995 0.7241 1.5107
C 3.5700 1.8716 0.2868
C 4.2519 2.3915 1.5819
O 4.3601 1.3522 2.4979
H 4.1333 1.0042 -0.0571
H 3.5907 2.5589 -0.5589
H 2.5855 1.4498 0.4894
H 3.7177 3.2838 1.9084
H 5.2829 2.6759 1.3714
H 4.6966 1.7349 3.3115
C -5.6654 2.1991 -1.3285
C -4.3850 2.0102 -0.4464
O -3.4521 1.2198 -1.1450
H -5.3604 2.4265 -2.3499
H -6.2620 3.0606 -1.0287
H -6.2047 1.2531 -1.3778
H -4.5784 1.6056 0.5471
H -3.9597 3.0048 -0.3119
H -2.6415 1.1852 -0.6319
*
```



[6]
The molecule C4H6N2O2 at a distorted geometry, computed with ωB97M-V with the def2-TZVPD basis set.

Results
Energy above the lowest of the compared OMol25 structures with the same formula, charge and spin = 156.8 kcal per mole
SMILES string = [H]/N=C1/NO[C@H]2C[C@@H]2O1
Kohn-Sham gap = 10.16 eV

```
! RIJCOSX wB97M-V def2-TZVPD def2/J DEFGRID3
* xyz 0 1
H -1.5138 -0.2559 2.9047
N -1.2668 -1.0443 2.1713
C -0.9438 -0.4769 1.0723
N -0.9464 -1.3752 -0.0445
O 0.3224 -1.2738 -0.8634
C 1.0287 -0.1818 -0.5995
C 1.1966 1.2539 -1.3081
C 0.0255 0.8969 -0.3496
O -0.4855 0.8087 0.9522
H -1.0326 -2.2631 0.3011
H 1.8025 -0.2282 0.1259
H 0.6302 1.4249 -2.3341
H 2.0948 1.7681 -1.1028
H -0.9117 0.9467 -0.9256
*
```



[7]
A structure of composition C8H8BrCl16FIn at a distorted geometry, computed with ωB97M-V with the def2-TZVPD basis set.

Results
Kohn-Sham gap = 4.45 eV

```
! RIJCOSX wB97M-V def2-TZVPD def2/J DEFGRID3
* xyz -1 1
C -0.1860 -0.0809 1.7845
C -1.3327 0.4838 1.4126
In -2.6935 -1.0738 0.5821
Br -3.9538 0.1198 -1.3773
C -1.4465 -2.7008 -0.2356
C -1.0695 -3.7461 0.7801
F -0.2622 -3.2004 1.7889
H -0.0417 -0.5383 2.7805
H 0.6659 -0.2197 1.0811
H -1.6808 1.5017 1.4017
H -3.8786 -1.6165 1.7522
H -1.9717 -3.1647 -1.0722
H -0.5209 -2.2765 -0.6347
H -0.4772 -4.5480 0.3216
H -1.9419 -4.2235 1.2349
C 2.4528 2.6765 3.9514
Cl 3.3195 2.1447 5.4035
Cl 1.3010 3.9409 4.3900
Cl 3.6207 3.3275 2.7893
Cl 1.5940 1.3154 3.2400
C 4.9077 2.7068 -1.2142
Cl 3.9794 1.3495 -0.5885
Cl 6.0356 2.1369 -2.4551
Cl 3.8135 3.8985 -1.9107
Cl 5.8309 3.4522 0.1014
C -0.0022 3.6153 -0.6485
Cl 1.1049 3.4221 0.7167
Cl -0.1455 2.1027 -1.5228
Cl -1.5853 4.1214 -0.0608
Cl 0.6488 4.8618 -1.7391
C -3.2196 -3.9460 -4.4024
Cl -4.0051 -5.3937 -3.7457
Cl -1.4716 -4.2222 -4.4690
Cl -3.8216 -3.6636 -6.0478
Cl -3.5667 -2.5628 -3.3879
*
```



[8]
The molecule C4H7NO2, computed with ωB97M-V with the def2-TZVPD basis set.

Results
Energy above the lowest of the compared OMol25 structures with the same formula, charge and spin = 38.1 kcal per mole
SMILES string = O=CN1CC(O)C1
Kohn-Sham gap = 10.08 eV

```
! RIJCOSX wB97M-V def2-TZVPD def2/J DEFGRID3
* xyz 0 1
O 1.1264 -2.7722 0.0524
C 0.0795 -2.1670 0.1856
N -0.0942 -0.8709 -0.1528
C -1.0893 0.1041 0.2889
C -0.0050 1.1988 0.1726
O -0.4051 2.2214 -0.6970
C 0.9519 0.1138 -0.3963
H -0.8428 -2.6258 0.5942
H -1.4940 -0.0825 1.2894
H -1.9043 0.2510 -0.4296
H 0.3241 1.5926 1.1442
H 0.3009 2.8757 -0.7515
H 1.8734 -0.0920 0.1584
H 1.1784 0.2529 -1.4585
*
```



DFT total energy? In order: -3192.9595; -769.3679; -360.6254; -686.1179; -2135.4958; -415.7907; -10536.5735; -361.8202 Eh.